A single C6H9N3 molecule, computed with ωB97M-V/def2-TZVPD.

Molecular weight in g mol⁻¹: 123.16
SMILES: CC1=N[C@H]2C[C@@H]2N=CN1
Highest occupied orbital energy in eV: -8.4
Gap between HOMO and LUMO in eV: 9.0
E in hartree: -398.1049

Positions of all 18 atoms, in Å:
C1 2.73 -0.48 0.08
C2 1.15 -0.28 0.14
N1 0.31 -1.24 0.01
C3 -1.00 -0.89 -0.39
C4 -2.54 -1.10 -0.09
C5 -1.88 0.13 0.38
N2 -1.61 1.64 -0.02
C6 -0.28 1.81 -0.19
N3 0.93 1.03 0.01
H1 3.27 0.03 0.82
H2 3.05 -1.59 0.19
H3 3.05 -0.29 -1.03
H4 -0.81 -0.51 -1.43
H5 -3.34 -1.30 -0.74
H6 -2.73 -1.59 0.91
H7 -1.90 0.05 1.68
H8 -0.18 2.85 -0.20
H9 1.80 1.72 -0.12